A | C5H16N2O | ωB97M-V/def2-TZVPD

Last column: natural (NBO) charge in e.
Geometry (Å):
C (0.59845, -0.96882, 1.46560)  -0.4398
N (-0.69822, -0.83561, 0.73776)  -0.4454
C (-0.80360, -2.00423, -0.14359)  -0.4296
C (-0.77620, 0.45424, 0.00284)  -0.2163
C (0.38485, 0.65580, -1.00335)  -0.2549
N (0.69155, 2.10584, -1.12108)  -0.6210
C (1.89601, 2.19189, -2.04352)  -0.4474
H (0.99709, 0.02821, 1.66076)  0.2076
H (1.34141, -1.63125, 0.98879)  0.1854
H (0.29210, -1.44463, 2.39154)  0.1963
H (-1.47977, -1.93821, -1.00581)  0.2086
H (0.17158, -2.31467, -0.57649)  0.1678
H (-1.11831, -2.84918, 0.53469)  0.1858
H (-1.71694, 0.64307, -0.48061)  0.1972
H (-0.59143, 1.17076, 0.83343)  0.1990
H (0.09071, 0.17356, -1.95263)  0.1668
H (1.20648, 0.17804, -0.49214)  0.1871
H (-0.11333, 2.59628, -1.49603)  0.3503
H (2.00035, 3.28952, -2.04918)  0.1975
H (2.75446, 1.80084, -1.54539)  0.2125
H (1.62623, 2.10591, -3.09873)  0.1907
H (-2.15993, -1.70009, 2.23208)  0.4780
H (-1.98504, -0.64743, 3.38933)  0.4674
O (-2.60849, -1.05985, 2.77173)  -0.9435

The SMILES is CNCCN(C)C.O. For the frontier orbital gap, the calculation gives 9.32 eV. The value obtained for the LUMO energy is 0.85 eV. The value obtained for the HOMO energy is -8.5 eV. The spin multiplicity is 1.

B | C5H16N2O | ωB97M-V/def2-TZVPD

Last column: natural (NBO) charge in e.
Geometry (Å):
C (0.47733, -0.06689, -2.75032)  -0.6136
C (0.92823, 0.39240, -1.37179)  -0.2139
N (-0.10201, 0.09123, -0.36321)  -0.6513
C (0.54957, 1.98811, 1.17223)  -0.6314
C (0.24831, 0.49064, 1.00356)  -0.0598
C (-0.88926, 0.07049, 1.94439)  -0.2157
N (-1.10460, -1.36132, 2.11105)  -0.8402
H (-0.45248, 0.42806, -3.03691)  0.2036
H (0.32192, -1.14367, -2.77885)  0.2160
H (1.23375, 0.18300, -3.49551)  0.2136
H (1.82646, -0.16638, -1.09858)  0.1879
H (1.16518, 1.45816, -1.40238)  0.1719
H (-0.94395, 0.59528, -0.63996)  0.3578
H (1.40753, 2.26035, 0.56112)  0.2099
H (-0.32744, 2.57934, 0.90591)  0.2042
H (0.79335, 2.18408, 2.21604)  0.2166
H (1.12675, -0.09682, 1.28502)  0.1812
H (-0.70361, 0.47597, 2.93920)  0.1902
H (-1.83007, 0.48617, 1.57295)  0.1822
H (-1.28484, -1.81113, 1.21733)  0.3831
H (-0.29590, -1.83237, 2.47779)  0.3428
H (-0.44541, -3.13670, -0.97834)  0.4625
H (-0.60534, -1.61381, -0.69422)  0.4909
O (-1.09344, -2.45418, -0.79655)  -0.9887

The SMILES is CCN[C@@H](C)CN.O. For the frontier orbital gap, the calculation gives 9.82 eV. The value obtained for the LUMO energy is 0.92 eV. The value obtained for the HOMO energy is -8.9 eV. The spin multiplicity is 1.

Tell me which of them is the most stable. Sure, it is B.

A | C6H10OS | ωB97M-V/def2-TZVPD

Last column: natural (NBO) charge in e.
Geometry (Å):
C (-1.78673, 0.55765, -0.25197)  -0.0473
C (-0.72631, -0.52635, 0.03463)  -0.2543
C (0.29957, -0.75987, -1.10885)  -0.4211
C (1.65913, -0.30229, -0.57055)  -0.2901
C (1.51769, 0.02952, 0.85708)  -0.2859
C (0.09784, -0.23769, 1.31076)  -0.4313
H (-0.49468, 2.01811, -0.38021)  0.4730
H (-2.63178, 0.41761, 0.39650)  0.1778
H (-2.14074, 0.44956, -1.31898)  0.1523
H (-1.28883, -1.43680, 0.18598)  0.2178
H (0.01127, -0.26704, -2.05132)  0.2210
H (0.37633, -1.81889, -1.33791)  0.2156
H (2.55057, -0.77170, -0.96192)  0.2353
H (2.35485, -0.18987, 1.55292)  0.2400
H (0.07087, -1.14295, 1.98138)  0.2185
H (-0.30960, 0.63460, 1.88320)  0.2430
O (-1.38706, 1.87949, -0.01054)  -0.7387
S (1.82762, 1.46693, -0.21019)  0.0743

The SMILES is OC[C@@H]1C[C@@H]2S[C@@H]2C1. For the frontier orbital gap, the calculation gives 9.86 eV. The value obtained for the LUMO energy is 0.80 eV. The value obtained for the HOMO energy is -9.1 eV. The spin multiplicity is 1.

B | C6H10OS | ωB97M-V/def2-TZVPD

Last column: natural (NBO) charge in e.
Geometry (Å):
C (1.92340, 1.28395, -0.64357)  -0.0684
C (0.77709, 0.25747, -0.30768)  -0.1064
C (-0.22649, 0.81778, 0.37432)  -0.3129
C (-1.03818, -1.84270, 0.37413)  -0.5405
C (-0.74034, -1.54739, -1.14037)  -0.4501
C (0.66948, -1.01955, -1.14375)  -0.4738
H (2.01693, 2.51871, 1.24314)  0.4900
H (2.86706, 0.65320, -0.51012)  0.1796
H (1.75169, 1.48585, -1.65982)  0.1941
H (-0.11153, 1.91498, 0.73391)  0.2649
H (-0.18265, -2.04410, 1.06762)  0.2174
H (-1.92905, -2.66227, 0.80509)  0.2336
H (-0.77221, -2.54152, -1.66396)  0.2291
H (-1.67347, -0.70692, -1.26104)  0.2516
H (1.46814, -1.77951, -0.80333)  0.2359
H (0.44849, -0.76309, -2.29873)  0.2475
O (1.75239, 2.55103, 0.19487)  -0.7597
S (-1.63077, -0.26131, 1.10686)  0.1683

The SMILES is OCC1=CSCCC1. For the frontier orbital gap, the calculation gives 8.90 eV. The value obtained for the LUMO energy is 0.74 eV. The value obtained for the HOMO energy is -8.2 eV. The spin multiplicity is 1.

Tell me which of them is the most stable. Sure, it is A.

A | C6H10OS | ωB97M-V/def2-TZVPD

Last column: natural (NBO) charge in e.
Geometry (Å):
C (-0.01899, -1.85401, -0.13391)  -0.5618
C (-0.32598, -0.19740, -0.62358)  -0.3852
C (-1.32760, -0.26094, -1.89704)  -0.6326
C (0.61494, 0.77263, -1.04856)  0.4653
C (1.16803, 0.62692, 1.66174)  -0.4627
C (0.85549, 1.54101, 2.65757)  -0.3762
H (0.56195, -1.84120, 0.77114)  0.2058
H (-0.97558, -2.36370, 0.00533)  0.2206
H (0.45466, -1.98563, -1.17046)  0.2282
H (-0.99774, 0.06930, 0.28641)  0.2617
H (-2.51353, -0.44567, -1.65858)  0.2200
H (-1.25800, 0.81564, -2.27175)  0.2413
H (-0.77665, -0.81914, -2.71010)  0.2174
H (1.09420, -0.49806, 2.05470)  0.2325
H (0.49047, 2.52934, 2.22392)  0.2106
H (0.55854, 1.26191, 3.69820)  0.2052
O (0.62274, 1.19909, -2.17862)  -0.5385
S (1.77305, 1.44990, 0.33360)  0.2484

The SMILES is C=CSC(=O)C(C)C. For the frontier orbital gap, the calculation gives 9.48 eV. The value obtained for the LUMO energy is 0.48 eV. The value obtained for the HOMO energy is -9.0 eV. The spin multiplicity is 1.

B | C6H10OS | ωB97M-V/def2-TZVPD

Last column: natural (NBO) charge in e.
Geometry (Å):
C (-0.93234, 1.31107, 0.71849)  -0.4268
C (-1.37147, 1.33203, -0.61134)  0.1876
C (0.07308, -0.39053, -1.05445)  0.1076
C (0.16582, 0.37536, 1.12161)  -0.1346
C (-0.34232, -1.80751, -1.55857)  -0.6781
C (1.45982, 1.04466, 1.30035)  -0.6781
O (-0.92294, 0.52172, -1.52283)  -0.5147
S (-0.31004, -0.97249, 2.11227)  0.0344
H (-1.24653, 2.03390, 1.45173)  0.2232
H (-2.29960, 1.86966, -0.94158)  0.1970
H (1.06269, -0.02611, -1.33782)  0.1649
H (-1.42215, -1.93823, -1.25173)  0.2201
H (0.42727, -2.53029, -1.32680)  0.2296
H (-0.45144, -1.70504, -2.66293)  0.2274
H (1.50694, 1.43281, 2.41503)  0.2214
H (1.54420, 1.85637, 0.61320)  0.2425
H (2.35527, 0.32391, 1.47828)  0.2323
H (-1.36351, -1.38496, 1.30926)  0.1443

For the frontier orbital gap, the calculation gives 8.53 eV. The value obtained for the LUMO energy is 0.78 eV. The value obtained for the HOMO energy is -7.7 eV. The spin multiplicity is 1.

Tell me which of them is the most stable. Sure, it is B.

A | C6H10OS | ωB97M-V/def2-TZVPD

Last column: natural (NBO) charge in e.
Geometry (Å):
C (-0.50864, 0.30338, 2.04982)  -0.6765
C (-0.87250, -0.75314, 0.95291)  -0.0537
C (-1.10222, -2.16295, 1.29824)  -0.3047
C (-0.47064, -0.46699, -0.50723)  -0.0299
C (0.59675, 0.55315, -0.55782)  -0.5482
C (1.45116, 0.98443, -1.90702)  -0.0585
H (-0.81275, -0.19630, 2.89970)  0.2267
H (-1.04618, 1.27287, 2.01327)  0.2409
H (0.53034, 0.15691, 2.30675)  0.2408
H (-1.04415, -2.94896, 0.51469)  0.2144
H (-1.18351, -2.48066, 2.24896)  0.1838
H (0.26977, 1.51249, -0.16458)  0.2535
H (1.20570, 0.11212, 0.18603)  0.2250
H (1.74671, 0.06057, -2.60247)  0.1748
H (2.21243, 1.63381, -1.68995)  0.1871
H (-0.24907, 1.28079, -2.47914)  0.4702
O (0.65887, 1.93365, -2.67287)  -0.7365
S (-1.38207, -0.79515, -1.88930)  -0.0092

The SMILES is C=C(C)C(=S)CCO. For the frontier orbital gap, the calculation gives 8.03 eV. The value obtained for the LUMO energy is -0.85 eV. The value obtained for the HOMO energy is -8.9 eV. The spin multiplicity is 1.

B | C6H10OS | ωB97M-V/def2-TZVPD

Last column: natural (NBO) charge in e.
Geometry (Å):
C (0.56454, 1.83599, 0.34680)  -0.2382
C (0.90644, 0.59776, 0.57896)  -0.2132
C (-0.69602, 2.14615, -0.26231)  -0.4051
C (0.11735, -0.55295, 0.20191)  -0.2331
C (0.37033, -1.77566, 1.15488)  -0.6066
C (0.13701, -0.90559, -1.23399)  -0.6426
O (-2.47911, -0.24379, -0.71483)  -0.9044
S (-1.69726, -0.01603, 0.49814)  1.0809
H (1.16577, 2.63101, 0.68574)  0.2094
H (1.93572, 0.63387, 0.86512)  0.2190
H (-1.16132, 3.05953, -0.08283)  0.1980
H (-0.90875, 1.72628, -1.27580)  0.2098
H (1.17757, -2.40269, 0.74781)  0.2138
H (-0.41409, -2.53562, 1.20012)  0.2215
H (0.61070, -1.35942, 2.03659)  0.2084
H (-0.74762, -0.43499, -1.62919)  0.2483
H (0.16933, -1.94358, -1.42044)  0.2177
H (0.94941, -0.46026, -1.69669)  0.2165

For the frontier orbital gap (alpha / beta), the calculation gives 7.53 / 7.60 eV. The value obtained for the LUMO energy (alpha / beta) is -0.46 / -0.49 eV. The value obtained for the HOMO energy (alpha / beta) is -8.0 / -8.1 eV. The spin multiplicity is 1.

C | C6H10OS | ωB97M-V/def2-TZVPD

Last column: natural (NBO) charge in e.
Geometry (Å):
C (-3.25398, 0.26913, -0.34588)  -0.2637
C (-1.15746, -0.90415, 0.25672)  0.1563
C (-0.14005, 0.07837, 0.34254)  -0.1530
C (-0.48508, 1.62344, 0.29993)  -0.6720
C (1.24465, -0.24332, 0.70422)  -0.3540
C (2.03524, -1.25406, -0.08116)  -0.5002
H (-2.89078, 0.81102, -1.34158)  0.1670
H (-3.48165, 0.96936, 0.47283)  0.1858
H (-4.32922, 0.04607, -0.75366)  0.1929
H (-1.07052, -2.07082, 0.51348)  0.2093
H (0.52726, 2.17143, -0.16430)  0.2376
H (-1.60342, 1.86115, -0.31175)  0.2489
H (-0.73452, 2.13795, 1.49383)  0.2154
H (1.44017, -0.03427, 1.86694)  0.2470
H (1.60440, -1.91654, -0.94264)  0.2392
H (2.89394, -1.89480, 0.30389)  0.2357
O (-2.56539, -0.88772, -0.13622)  -0.5262
S (2.41923, 0.47530, -0.44409)  0.1341

The SMILES is CO/C=C(\C)[C@H]1CS1. For the frontier orbital gap, the calculation gives 9.42 eV. The value obtained for the LUMO energy is 0.79 eV. The value obtained for the HOMO energy is -8.6 eV. The spin multiplicity is 1.

Tell me which of them is the most stable. Sure, it is B.

A | CH2O2S | ωB97M-V/def2-TZVPD

Last column: natural (NBO) charge in e.
Geometry (Å):
C (-0.45761, -0.24132, 0.12105)  0.2413
O (-0.08969, -0.05433, 1.38676)  -0.2244
O (-0.71331, 1.05483, 0.36874)  -0.2364
S (1.04392, -0.54621, -0.94057)  -0.1086
H (-1.17956, -0.99409, 0.09483)  0.1715
H (1.39626, 0.78112, -1.03081)  0.1566

The SMILES is SC1OO1. For the frontier orbital gap, the calculation gives 8.80 eV. The value obtained for the LUMO energy is -1.08 eV. The value obtained for the HOMO energy is -9.9 eV. The spin multiplicity is 1.

B | CH2O2S | ωB97M-V/def2-TZVPD

Last column: natural (NBO) charge in e.
Geometry (Å):
C (0.21506, 0.11335, -0.03130)  -0.1776
O (-2.20045, 1.01824, -0.23430)  -0.8949
O (1.14024, -0.94871, -0.17198)  -0.6940
S (-1.39733, -0.25944, -0.12445)  1.0760
H (0.50591, 1.11613, -0.24870)  0.1987
H (1.73657, -1.03958, 0.81073)  0.4918

For the frontier orbital gap (alpha / beta), the calculation gives 8.94 / 8.94 eV. The value obtained for the LUMO energy (alpha / beta) is -0.45 / -0.45 eV. The value obtained for the HOMO energy (alpha / beta) is -9.4 / -9.4 eV. The spin multiplicity is 1.

Tell me which of them is the most stable. Sure, it is B.